Record 1
This record from the OMol25 dataset describes a structure of composition C44H42N5O3P2PtSe2 in a non-equilibrium geometry. The level of theory is ωB97M-V/def2-TZVPD.

Results
frontier orbital gap (alpha / beta)	5.86 / 5.86	eV
energy relative to the best compared isomer or geometry (same formula, charge and spin)	45.2	kcal/mol
HOMO energy (alpha / beta)	-10.1 / -10.1	eV
total charge	+1

```
99
C44H42N5O3P2PtSe2, DFT ωB97M-V/def2-TZVPD
Pt 0.24783 -0.20459 -0.49050
Se -0.92974 5.54631 -3.84770
Se 2.45118 1.12224 -0.75518
P -1.83677 5.00949 -2.02064
P 1.40495 2.82802 -1.59882
O -0.66812 1.87330 3.04343
O 0.23313 1.43117 1.02602
O 0.96993 -1.49157 1.06249
N -2.08004 1.19959 -1.39060
N -1.53642 0.23820 1.76451
N -1.59381 -0.49612 0.57426
N -2.53572 2.41098 -1.50916
N -0.75132 1.23523 -1.44271
C -0.91635 6.30533 1.73865
C -0.59884 1.26163 1.99811
C -6.40338 5.34488 -2.06456
C 2.96910 3.74595 -3.69885
C 1.83279 4.31482 -0.70875
C -3.64259 5.12040 -2.05155
C 2.54684 -1.42747 2.86590
C 2.23254 6.67815 -0.61387
C -0.33587 2.52031 -1.57262
C -4.30623 5.37540 -3.24196
C 3.23976 3.94705 -5.04267
C -5.69219 5.48652 -3.24518
C -1.48807 3.27700 -1.60612
C 4.33593 -1.16858 4.45603
C -1.15101 5.46930 0.65375
C 2.12733 -1.30801 1.50522
C 1.04066 2.41480 -4.29780
C 1.10837 -2.04578 -2.10242
C -1.11826 8.23122 0.30403
C 3.99555 -1.63955 6.90371
C 2.04231 -1.38587 -2.91113
C -0.89770 7.68048 1.56279
C -5.73722 5.09076 -0.87035
C 4.87768 -0.66254 2.08074
C 3.89646 -1.09599 3.14758
C 1.84337 3.01124 -3.32752
C 2.53949 6.56410 0.73457
C 2.12678 4.19982 0.65474
C 2.90819 -3.52344 -1.39488
C 1.57037 -3.16003 -1.39219
C 1.87992 5.55594 -1.34659
C 3.82556 -2.79449 -2.13577
C 0.24831 -2.24993 3.67231
C 2.48498 5.32851 1.36821
C 2.41248 3.38945 -6.00946
C -4.35763 4.97959 -0.85964
C 1.68415 -1.86752 3.90653
C 3.37745 -1.73911 -2.91765
C -1.35128 7.40495 -0.78355
C -1.36074 6.02270 -0.60686
C 2.18244 -1.93278 5.19000
C 1.33168 2.60223 -5.63828
C 3.49799 -1.57949 5.48982
C -0.28166 -1.61430 -2.02532
H -3.73883 5.49126 -4.15661
H -0.14935 -2.76822 4.54209
H 4.50882 0.18694 1.50403
H -6.21279 5.68588 -4.17296
H -1.11755 9.30588 0.17354
H -6.29462 4.98413 0.05180
H 1.52874 -2.26435 5.98976
H 5.81456 -0.36360 2.54458
H 3.23380 -4.38703 -0.82828
H -2.30057 -0.12717 -0.07096
H 2.91197 -1.05286 0.79365
H -0.34590 -1.34947 3.49876
H -1.76052 -1.47499 0.79076
H 0.85337 -3.74693 -0.82688
H -1.16704 4.39276 0.79359
H -0.71366 8.32900 2.41063
H 5.36167 -0.90072 4.68419
H -7.48272 5.43299 -2.07037
H 0.18289 1.82070 -4.00806
H -1.52619 7.82033 -1.76909
H 0.13483 -2.88582 2.79711
H -2.20631 0.03661 2.48760
H 2.82396 7.44462 1.29668
H -3.83529 4.78712 0.06999
H -0.75654 5.87576 2.72016
H 3.85948 -2.63891 7.32060
H 2.05486 3.23749 1.14632
H 5.09453 -1.47575 1.38426
H 3.62098 4.16432 -2.94268
H 2.72544 5.24337 2.42022
H 4.09500 4.54255 -5.33502
H 0.70895 2.14271 -6.39487
H 4.07384 -1.18708 -3.53644
H -0.66586 -1.00687 -2.83555
H 4.87457 -3.06290 -2.12489
H 5.05067 -1.38032 6.96423
H 1.70093 -0.57248 -3.54382
H 2.61578 3.56603 -7.05782
H 1.64736 5.64456 -2.39844
H 2.26947 7.64310 -1.10298
H -0.97354 -2.32694 -1.58631
H 3.43289 -0.94634 7.53196
```

---

Record 2
This record from the OMol25 dataset describes a structure of composition C44H43CaF4N3OS2Sb. The level of theory is ωB97M-V/def2-TZVPD.

Results
frontier orbital gap	5.81	eV
energy relative to the best compared isomer or geometry (same formula, charge and spin)	19.0	kcal/mol
HOMO energy	-3.6	eV
total charge	-1

```
99
C44H43CaF4N3OS2Sb, DFT ωB97M-V/def2-TZVPD
Sb -0.54733 -3.13962 0.66511
Ca 1.46036 0.19547 -0.66636
S 3.71075 1.08233 -1.69317
S 2.47485 -2.17289 -1.29531
F -0.71172 -0.30598 6.27118
F -1.03248 -9.02153 2.82929
F -0.97801 -0.05316 0.31717
F -6.33642 -1.96927 -1.40849
O 1.57725 -0.13703 1.53635
N 0.31084 1.37903 2.65364
N 2.44741 0.86086 3.36310
N -0.08630 1.90375 -1.10188
C 5.26821 -2.45186 -4.20758
C 1.18817 4.00095 -1.16573
C -1.85722 -0.86670 4.29273
C -0.72413 -0.93825 5.07016
C -3.02052 1.03850 0.87263
C -3.81372 2.18762 0.81865
C 0.40879 -1.61207 4.66530
C 0.07858 2.33092 3.71761
C 4.29181 -2.69005 -3.25655
C 0.58000 2.89389 -3.24297
C -0.94701 -7.75572 2.35204
C 1.18265 4.07974 0.35138
C -2.10782 3.26961 -0.54594
C -0.74128 -2.22028 2.60891
C -2.57157 -2.84481 0.02987
C -5.10027 -2.25254 -0.93848
C 0.23438 -5.70260 2.18230
C -4.97931 -2.74738 0.34387
C 0.39207 -2.24406 3.42870
C -1.81465 1.05286 0.22567
C 1.90487 4.94638 -1.89299
C -1.85381 -1.51091 3.05750
C 0.15637 -6.99686 2.67964
C 2.56861 3.78020 0.93242
C 1.96821 4.88444 -3.27337
C 3.74966 -1.67667 -2.44763
C -2.75009 -2.34100 -1.26224
C 5.21724 -0.13741 -3.60001
C -1.86594 -5.97335 1.07133
C 0.53262 2.95565 -1.83752
C 4.24014 -0.35731 -2.61315
C 5.73422 -1.15315 -4.38500
C -3.33591 3.28659 0.10919
C 1.44152 0.67764 2.47002
C 0.57956 0.42186 -3.90383
C -1.95839 -7.27796 1.55078
C -3.70638 -3.04123 0.82018
C 0.66257 5.42682 0.85707
C -0.08120 1.79604 -4.06907
C -4.01345 -2.04055 -1.75797
C -1.59937 1.69560 -3.89183
C -1.28459 2.12344 -0.52390
C -0.77917 -5.16002 1.38808
C 1.30098 3.86344 -3.93228
H -4.15676 -1.64131 -2.75323
H -5.86554 -2.90327 0.94505
H 3.90722 -3.69413 -3.11873
H 0.93740 -7.41929 3.29780
H 1.11395 -5.11665 2.42495
H 1.30409 6.24731 0.52405
H 2.43485 5.73478 -1.36776
H -1.77225 4.13256 -1.11089
H 5.65281 -3.26837 -4.80871
H -2.02055 1.04257 -4.66239
H 2.53052 3.76158 2.02798
H 6.48653 -0.93028 -5.13303
H 0.32627 -0.00936 -2.93608
H -2.66141 -5.60057 0.43626
H -3.33140 0.13903 1.39371
H 5.57009 0.87883 -3.73166
H 0.64372 5.44890 1.95189
H -2.79900 -7.91493 1.30805
H -3.60837 -3.44625 1.82184
H 2.47283 1.67894 3.94352
H 0.59420 3.27976 3.54358
H -0.41687 1.22836 1.96907
H 0.38114 1.92077 4.68374
H 2.54073 5.61552 -3.83117
H -0.98863 2.53151 3.76692
H -0.35013 5.62007 0.49796
H -3.94000 4.18510 0.05461
H 0.09014 2.09571 -5.10643
H -1.85839 1.27863 -2.91827
H 3.32659 0.45320 3.09050
H -2.08192 2.67208 -3.97821
H 0.50130 3.30720 0.70896
H 3.28854 4.54950 0.63924
H -2.71653 -0.30834 4.64210
H -1.88993 -2.16265 -1.89900
H 0.21431 -0.27715 -4.65993
H 1.28730 -1.61585 5.29713
H -2.73531 -1.42543 2.43342
H 1.30535 -2.71869 3.08502
H 2.96893 2.82509 0.58016
H -4.77495 2.21326 1.31351
H 1.66799 0.47271 -3.97023
H 1.35650 3.79817 -5.01394
```

---

Record 3
This record from the OMol25 dataset describes a cluster of 8 separate species, C44H43ClN10 in total in a non-equilibrium geometry. The level of theory is ωB97M-V/def2-TZVPD.

Results
frontier orbital gap	7.34	eV
HOMO energy	-8.1	eV
total charge	0

```
98
C44H43ClN10, DFT ωB97M-V/def2-TZVPD
Cl 0.12436 -6.21648 -0.86790
N 4.67388 6.72313 0.15420
N 9.01094 4.56175 2.88185
N 6.91364 -6.14202 -3.23897
N -10.99531 1.63961 0.36136
N 1.77999 -8.48852 -2.15365
N -0.21630 4.30356 -0.66986
N -7.96217 -2.98437 1.83506
N 2.65260 -1.00642 -2.13838
N 4.54655 -8.07848 -3.67692
N -3.20770 -4.06851 -1.40774
C -7.37055 -2.60136 2.97859
C 5.43132 4.80044 2.03154
C 2.44649 -7.22925 -2.34685
C 3.91218 -9.34164 -3.49630
C -8.12426 -0.35466 2.75851
C 2.30605 -4.51233 -1.80696
C 1.73183 -5.94673 -1.74068
C 11.11082 3.74407 4.52948
C -12.57008 3.92364 0.67093
C -8.74394 -0.72161 1.57238
C 2.57113 -9.52451 -2.73249
C 5.85222 -5.26533 -3.87635
C 2.29802 -0.55384 -0.92358
C -3.83818 -5.83524 0.10159
C 3.78011 5.88454 0.70318
C -11.35198 2.09058 1.57509
C -0.89208 5.24667 -1.34662
C 3.70714 -4.33391 -2.54176
C -1.00122 6.56435 -0.93301
C 10.28642 4.88336 2.61020
C 9.80245 3.39872 4.83561
C 3.79924 -7.01156 -3.06507
C -0.37976 6.93371 0.25131
C 4.42394 -5.55697 -3.16182
C -12.21509 3.48151 -0.59533
C -4.42252 -3.52906 -1.21422
C -8.63542 -2.03931 1.15786
C 1.07646 1.27807 -1.82516
C 2.21046 -0.30332 -3.19497
C 4.10487 4.91562 1.63911
C -5.38755 -4.07737 -0.38463
C -5.08532 -5.25468 0.28420
C 1.51727 0.57143 -0.71582
C 8.79581 3.82694 3.98571
C 5.95005 6.59119 0.55306
C 1.42873 0.83582 -3.09198
C -12.13249 3.21636 1.78151
C -11.43387 2.34183 -0.69642
C 0.37703 4.68855 0.47175
C 0.32375 5.97946 0.97173
C 6.37659 5.65238 1.47951
C -2.94014 -5.20699 -0.74708
C 11.36257 4.50099 3.39425
C -7.42328 -1.31079 3.47977
H 1.79018 -3.60227 -1.35348
H 0.46404 2.16575 -1.70309
H -0.44339 7.95554 0.60935
H -9.10542 -2.37593 0.23905
H -1.95009 -5.62060 -0.92025
H 9.56978 2.80992 5.71415
H 10.43189 5.47898 1.71439
H -3.56916 -6.75464 0.60710
H -6.92865 -1.05927 4.40984
H 6.63135 -6.22375 -2.24908
H -12.53818 4.00975 -1.48371
H -1.55805 7.28335 -1.52086
H 0.81993 6.23276 1.90047
H -10.98243 1.50596 2.41209
H 5.72523 4.05306 2.76084
H 2.50913 -0.68979 -4.16422
H 6.20054 -4.17773 -3.68193
H 7.42047 5.58887 1.76265
H -6.83210 -3.38322 3.50456
H 6.89042 -7.06388 -3.69660
H -5.81524 -5.71534 0.94139
H -4.61282 -2.61108 -1.76161
H 2.16614 -10.59999 -2.63369
H 6.65066 7.28222 0.09527
H 0.91772 3.90777 0.99743
H 2.75770 6.01112 0.36193
H 2.66998 -1.13744 -0.08686
H 5.81694 -5.39981 -5.01129
H 4.42906 -10.28305 -3.90986
H -12.39120 3.53274 2.78434
H 1.10319 1.36377 -3.97967
H 4.18567 -3.30245 -2.60442
H -13.18182 4.81120 0.79128
H -1.36349 4.90848 -2.26399
H -8.18727 0.66718 3.11758
H 3.34092 4.26686 2.05051
H 11.92674 3.42655 5.16970
H 1.26074 0.88807 0.28762
H -9.29905 -0.00062 0.98372
H 12.37147 4.78786 3.12510
H -11.13306 1.95491 -1.66462
H -6.35070 -3.59740 -0.26450
H 7.75731 3.57954 4.18098
```